Entry 1:
Here is a molecular structure, C27H41CoNO3PS4Si from OMol25. Energies are from ωB97M-V/def2-TZVPD.

Properties
- Spin multiplicity: 1
- Orbital gap (spin up / spin down): 8.74 / 8.74 eV
- Max |F|: 0.60 eV/A
- Relative energy (zero: lowest compared OMol25 entry of this formula, charge and spin): 0.0 kcal/mol

```
79
C27H41CoNO3PS4Si ωB97M-V/def2-TZVPD
H -2.41438 -0.36640 3.03493
Co 0.45500 -1.15764 0.31624
N -0.42235 -0.71245 2.34892
H -0.23678 -2.22354 5.42701
C 4.94921 -0.48953 -1.40747
C -4.12358 -0.18798 0.09682
C 0.41489 -3.47695 -1.00634
H -1.48144 -1.22150 -1.26828
C -6.75033 -0.86269 -0.61429
C -1.33717 4.28242 0.36155
O 0.47525 -4.62476 -1.66008
H -3.84312 -2.31358 0.31520
C 0.91747 0.55674 4.06207
H -0.63659 -2.66655 3.05259
H 6.22641 3.04931 2.09432
H 0.41270 1.21700 2.05456
H -4.75161 1.83945 -0.24196
C -2.93411 4.02370 2.13404
C -6.34994 0.46526 -0.60437
C -2.22204 2.08066 0.86023
H 4.39144 1.21182 -2.61300
C -5.04918 0.79688 -0.24919
H 6.07955 1.75866 0.88942
C -0.18156 -5.77188 -1.10971
P 3.19155 0.03271 0.68531
H 1.23052 1.57141 4.31996
H -0.54467 0.61060 5.62948
H -0.78184 2.50446 -0.67984
C -0.50645 -1.38584 4.78077
C -0.10847 -1.76375 3.35863
Si -2.34708 0.22137 0.55545
H 5.25543 -2.39890 -0.44357
H -7.76589 -1.12242 -0.88513
C 4.79160 -1.99285 -1.34203
H -1.23970 -5.74732 -1.36912
H 5.28404 -2.42522 -2.21479
H 6.09237 1.36307 2.61618
H 2.61891 3.28516 0.96363
H -0.68804 4.91169 -0.23489
H 0.95380 -1.97963 3.31351
H -2.05723 5.90178 1.57203
H -7.05210 1.24506 -0.87191
S 1.16059 -2.12270 -1.61797
C -1.39965 2.91773 0.10783
H -3.64714 2.04098 2.47469
H -1.59187 -1.28912 4.85377
C 4.25005 2.24300 1.93215
C -5.84310 -1.85842 -0.27769
H 3.19445 -0.09297 -2.60197
C -2.10327 4.83811 1.37502
S 1.55132 0.72698 -0.26023
H 3.74377 -2.29083 -1.35495
H -6.14811 -2.89744 -0.28972
H 3.97170 2.62091 2.91773
H 0.29653 -6.63241 -1.56721
C 0.19509 -0.09289 5.23780
H -3.53697 4.45020 2.92608
O 3.60796 0.94085 1.91427
H -0.78146 0.38935 -1.34941
C -0.02138 0.64116 2.86853
H 0.89342 -0.29437 6.05173
H -2.20846 -1.75982 1.98055
C -1.09875 -0.39664 -0.66292
H 4.69761 -0.27667 -3.52222
H -0.92422 1.16728 3.19518
O 4.50649 0.17984 -0.19949
H -0.06755 -5.80335 -0.02767
C 3.69969 3.18049 0.87495
S -0.36994 -3.22360 0.46097
S 2.68565 -1.75279 1.34518
C -4.54439 -1.52077 0.07173
H 3.93617 2.82691 -0.12939
H 4.15869 4.16165 1.00727
C -1.89630 -0.72283 2.13685
C 5.75762 2.08855 1.87516
C -2.99019 2.66304 1.87330
C 4.26181 0.12944 -2.60817
H 1.82072 0.01062 3.79824
H 6.01299 -0.24513 -1.42592
```

Löwdin atomic charge list, values in e, 5 entries: 0.091, -0.367, -0.221, 0.112, -0.429

=====

Entry 2:
Here is 9 unconnected molecules or ions with the total composition C35H65FIN9O10 from OMol25. Energies are from ωB97M-V/def2-TZVPD.

Properties
- Spin multiplicity: 1
- Orbital gap: 8.50 eV
- Max |F|: 0.89 eV/A
- SMILES: CC[C@H](I)c1cc2c(cc1F)C(=O)NC2=O.CNC(C)=O.CNC(C)=O.CNC(C)=O.CNC(C)=O.CNC(C)=O.CNC(C)=O.CNC(C)=O.CNC(C)=O

```
121
C35H65FIN9O10 ωB97M-V/def2-TZVPD
H 0.40233 -3.49196 10.10851
C 2.27565 -0.01954 -2.10727
H -6.51104 -0.60268 -9.28038
H -5.89911 -1.95790 -8.32060
O -3.17553 1.60917 8.35634
N -1.73841 2.95382 -3.62875
C 1.37348 -1.16726 3.15433
H -5.67943 3.00389 9.54970
H -2.52524 -1.35849 8.81762
C -5.78053 -0.89273 -8.52364
H -0.53644 -4.36229 7.95908
H 0.14416 -0.47130 -5.80136
H -0.88482 -0.73996 8.56135
C 9.82578 3.20252 -2.26104
H -0.21561 -1.86358 -4.14097
H -5.14230 1.81613 10.74969
H 0.31763 -3.05891 -2.96012
C -2.35001 4.24221 -3.36981
H 8.74550 0.17532 -4.09164
C 0.55597 0.15192 3.07206
F -0.29556 -0.38471 0.53544
C -1.72699 -1.24201 8.08397
H 4.15833 3.06978 -0.71988
H -0.10506 -2.75785 2.86089
H -2.54070 2.48217 -1.02193
C -3.44869 -0.97063 2.07344
H -0.67890 -1.69498 -10.27750
O 3.86824 -0.55292 1.43079
H 1.08066 -1.89705 -10.22659
H -1.09750 1.50484 -0.69391
N -5.18385 0.60938 8.25848
O -2.40393 0.34597 -8.91140
C -1.25330 -0.46174 1.47338
H -2.44718 4.40552 -2.30199
O -4.60818 -0.58022 5.30345
C 0.19095 -0.61692 -6.87722
H 0.92141 0.74800 2.24152
H -2.74360 -1.05021 0.03376
H 1.15242 -0.24943 -7.23843
H -4.79565 0.05431 7.50958
H 4.72224 3.55086 0.88993
H 6.66745 0.76257 1.07040
H 6.09515 0.27759 -0.53587
O -5.67602 -1.25575 1.16097
H 3.09026 1.66534 1.04418
C 9.29680 0.44587 -3.19028
C 5.98743 0.10072 0.53386
H 9.80638 4.18241 -1.79514
H 0.29928 -0.57788 -9.33897
C -2.51202 -0.84014 1.06818
C -4.83120 2.40726 9.88769
I 0.82344 1.32704 4.83391
H -1.58987 2.68198 -4.58797
C -1.29642 -2.57635 7.52108
H -4.76157 1.57873 -7.31148
C 0.44218 -2.02627 -3.29247
N 4.04755 1.57408 0.74369
N -0.81007 -3.49595 8.39514
H -0.04120 -2.11585 4.53283
H 7.61123 0.72056 -1.94373
C -4.88085 -1.38047 2.03962
N 1.82155 -1.81740 -3.69776
H -0.60490 -0.04610 -7.35857
C -4.31881 1.51738 8.77547
C -1.31512 2.02565 -2.73137
N 0.06193 -2.46627 -8.47773
H -5.99488 -0.34512 -7.61244
H -4.02740 3.07296 10.18542
C 0.03630 -2.09123 -7.17395
H -3.34391 4.29346 -3.81745
C 8.60656 2.43803 -1.79902
H -6.67965 -0.67362 8.97523
O -0.11825 -2.91963 -6.28662
H 6.23781 -0.93259 0.75339
H -0.93777 3.24382 -0.99397
H 1.75800 -1.35495 2.15527
C 4.70322 2.73539 0.16514
H -0.97633 -2.39141 10.16046
O 7.79510 2.93486 -1.03065
O -0.81503 0.97709 -3.10554
N -4.43373 -0.60729 -8.97836
N -5.22157 -1.84497 3.40607
C -0.64552 -3.36966 9.82918
H 3.10590 0.62314 -1.82596
H 2.19502 -1.02373 3.84920
H 1.96311 -0.59055 -1.23143
C -1.88018 -0.25020 3.77079
H -7.22615 0.52011 7.79353
H -2.08833 -0.61479 7.27483
H 0.15763 -1.35524 -2.48941
H 10.15163 1.04913 -3.47615
H -4.15083 0.21792 -6.35185
C -1.48661 2.34096 -1.26475
H 9.66080 -0.46996 -2.72242
C -6.55754 0.35824 8.64045
C -0.89667 -0.15643 2.80044
C 2.72913 -0.93866 -3.21484
N 8.44399 1.17984 -2.27605
H -6.85569 1.01866 9.44793
C 4.55578 0.33518 0.94429
O 3.86753 -0.89097 -3.66874
C -3.13179 -0.69486 3.39879
O -1.36677 -2.83904 6.32895
C -3.50987 0.20840 -8.41144
C 0.53695 -2.34971 3.64119
C 0.20324 -1.61335 -9.64193
H -0.04887 -3.45770 -8.61834
H -4.11106 -1.05895 -9.81941
H -1.66593 -0.04258 4.80925
H -4.77213 -2.76357 3.45411
H -1.23110 -4.12771 10.35232
H 9.82167 3.32320 -3.34471
H 10.74198 2.68796 -1.96970
H -1.74303 5.04688 -3.78765
H 2.17213 -2.39904 -4.44315
H -3.05902 1.53123 -6.82287
H 1.44393 0.59706 -2.44786
H 1.21974 -3.15307 3.92769
C -4.33036 -0.99440 4.21752
H 5.72221 2.50430 -0.12773
C -3.90322 0.92786 -7.14164
```

Löwdin atomic charge list, values in e, 5 entries: 0.082, 0.000, 0.083, 0.085, 0.025

=====

Entry 3:
Here is 2 unconnected molecules or ions with the total composition C9H10N5 in a non-equilibrium geometry from OMol25. Energies are from ωB97M-V/def2-TZVPD.

Properties
- Spin multiplicity: 3
- Orbital gap (spin up / spin down): 6.88 / 3.74 eV
- Max |F|: 12.12 eV/A
- Charge: +1

```
24
C9H10N5 ωB97M-V/def2-TZVPD
C -1.95515 2.41881 -1.35716
N 0.70670 -3.02630 -0.03720
C 2.75263 -1.95016 0.74036
H -2.28156 2.01137 -2.34358
N 0.83233 -0.72683 0.43372
N 1.83502 0.17470 0.85925
C -2.94794 0.75041 0.11752
H 3.95167 -0.23064 1.16520
H 0.23381 2.51771 -1.12849
C -0.86601 0.56011 -0.71924
H -2.81177 2.54792 0.64311
C 2.97603 -0.62008 0.98628
C -3.03974 2.15623 -0.26627
H -1.72466 3.47105 -1.30780
H 1.65023 1.05532 1.00857
C 3.60235 -2.98492 0.95555
H -3.95866 2.65789 -0.60162
N 4.37642 -3.82122 1.15235
N -1.95536 -0.01075 -0.29579
H 1.35403 -3.79119 -0.13006
H -0.22039 -3.26755 -0.25344
H -3.24803 0.24108 1.06320
C -0.61878 1.81595 -1.00669
C 1.35682 -1.94890 0.32223
```

natural (NBO) atomic charge list, values in e, 5 entries: -0.434, -0.578, -0.279, 0.234, -0.129

=====

Entry 4:
Here is C3H5NOS in the gas phase in a non-equilibrium geometry from OMol25. Energies are from ωB97M-V/def2-TZVPD.

Properties
- Spin multiplicity: 1
- Orbital gap (spin up / spin down): 6.79 / 6.89 eV
- Max |F|: 4.53 eV/A
- Relative energy (zero: lowest compared OMol25 entry of this formula, charge and spin): 205.0 kcal/mol

```
11
C3H5NOS ωB97M-V/def2-TZVPD
C 2.01251 -0.26393 -0.19119
H 2.81730 0.17918 0.45103
H -2.53185 0.85923 -0.67096
H 2.16631 0.01370 -1.29909
H -2.23955 0.55360 1.26477
O -1.67036 -0.74653 -0.28206
C 0.79349 0.37013 0.14245
N -0.96450 -1.56846 0.36333
S -0.12386 1.59629 0.14082
H 1.76432 -1.37259 -0.10958
C -2.02380 0.37938 0.19047
```

natural (NBO) atomic charge list, values in e, 5 entries: -0.748, 0.246, 0.189, 0.272, 0.200

=====

Entry 5:
Here is C3H2N2 in the gas phase in a non-equilibrium geometry from OMol25. Energies are from ωB97M-V/def2-TZVPD.

Properties
- Spin multiplicity: 3
- Orbital gap (spin up / spin down): 7.33 / 9.20 eV
- Max |F|: 4.63 eV/A
- Relative energy (zero: lowest compared OMol25 entry of this formula, charge and spin): 28.5 kcal/mol

```
7
C3H2N2 ωB97M-V/def2-TZVPD
C 0.47932 0.45242 0.66986
N 1.45314 1.04380 -0.34751
H -2.58708 0.55505 -0.51708
C 1.74868 -0.01396 0.27321
N -0.71449 0.27602 0.24659
H 2.49573 -0.75558 0.43536
C -1.77288 0.81931 0.11727
```

natural (NBO) atomic charge list, values in e, 5 entries: 0.189, -0.276, 0.160, 0.051, -0.507

=====

Entry 6:
Here is a molecular structure, C12H17N2O4PtS3 in a non-equilibrium geometry from OMol25. Energies are from ωB97M-V/def2-TZVPD.

Properties
- Spin multiplicity: 1
- Orbital gap: 8.31 eV
- Max |F|: 1.42 eV/A
- Relative energy (zero: lowest compared OMol25 entry of this formula, charge and spin): 0.0 kcal/mol
- Charge: +1

```
39
C12H17N2O4PtS3 ωB97M-V/def2-TZVPD
H -1.84274 0.38951 1.61045
H -3.05498 2.00009 -1.26189
H 4.30514 -1.94398 -0.51841
S 1.20376 1.16078 1.06638
C -1.16022 -1.84441 -1.91588
C -2.40953 2.01389 -0.38368
O -0.87444 -5.06386 -2.34041
C 0.33968 -4.92838 -1.86280
S -2.12071 2.71604 2.33088
N 2.01285 -3.35347 -0.95321
C 1.33320 2.93588 0.76686
C 3.42482 -1.46720 -0.09060
C 0.74564 -3.55727 -1.43705
H -2.95423 3.93098 0.49091
C 0.06378 0.97647 2.48600
H -1.37412 -4.20467 -2.36582
N 1.04762 -1.42146 -0.91028
H -1.82477 0.59775 3.33517
O -1.31282 -0.55852 -1.83257
C 0.13218 3.58587 0.08969
H 0.37492 0.01246 2.89418
H 3.45612 -1.59950 0.99177
H -0.58693 3.99326 0.79189
C -1.45790 1.02691 2.40187
H 3.46178 -0.40375 -0.31379
O 1.13697 -5.82118 -1.74094
C 2.18525 -2.05530 -0.65402
C -2.98094 2.86464 0.72208
H -2.31645 0.98169 -0.07080
Pt 0.25687 0.45423 -0.85780
S -0.77244 2.48509 -1.06885
H 2.19347 2.97911 0.09762
O -1.98414 -2.62879 -2.35259
H 1.60595 3.45546 1.68568
H 0.43629 1.74378 3.16867
H -4.02915 2.58983 0.83685
H 2.68678 -4.10461 -0.87671
H 0.49947 4.39854 -0.53603
C 0.15400 -2.33592 -1.42280
```

natural (NBO) atomic charge list, values in e, 5 entries: 0.237, 0.269, 0.255, 0.442, 0.769

=====

What is the formula in the fifth record? C3H2N2

=====

The lowest max |F| belongs to which entry? C27H41CoNO3PS4Si

=====

What is the spin multiplicity in the fifth record? 3